The following is a DFT calculation (the ωB97M-V functional and the def2-TZVPD basis) of the molecule C3H9FO2Si in a non-equilibrium geometry.

Results
Energy above the lowest of the compared OMol25 structures with the same formula, charge and spin (kcal per mole): 27.5
Max |F| (hartree/bohr): 0.085
Multiplicity: 1
Structure (SMILES): CO[Si](C)(F)OC
LUMO level (eV): 0.60
Highest occupied orbital energy (eV): -9.5

```
16
Properties=species:S:1:pos:R:3:forces:R:3
C -1.0619 0.3959 -2.1081 0.375 -1.196 -2.343
O -1.3611 0.5862 -0.7569 1.143 0.301 1.022
Si -0.3514 0.8271 0.5039 3.173 -0.385 -0.711
C -1.1600 0.0322 2.0162 0.912 -1.451 0.455
F -0.0267 2.3975 0.7389 -0.322 -1.181 -0.176
O 1.6089 0.2910 -0.0047 -3.943 1.856 0.495
C 2.1181 -1.0037 0.0522 1.726 -0.370 -0.145
H 0.0058 0.3894 -2.4825 -0.575 -0.337 1.470
H -1.4087 1.2433 -2.7205 -0.792 -0.478 0.320
H -1.5145 -0.6242 -2.3867 0.502 1.763 -0.035
H -0.9819 -1.1552 1.9264 -0.913 2.656 0.090
H -0.5658 0.3024 2.9421 -0.804 -0.089 -0.991
H -2.2578 0.3546 2.1407 1.737 -0.767 -0.320
H 3.3107 -0.9582 0.1405 -2.454 0.029 0.568
H 2.0572 -1.5999 -0.8970 -0.704 0.405 0.603
H 1.5891 -1.4783 0.8957 0.938 -0.756 -0.305
```
Forces are in eV/Å.